1.
DFT (ωB97M-V with the def2-TZVPD basis set) results for a 2-piece molecular cluster, C2H9N3O overall at a distorted geometry.

strongest force on any atom	1.5	eV/Å
SMILES	NC=O.NCN
calculated total energy	-321.10352	a.u.
HOMO-LUMO gap	0.3607	Ha
net charge	0
HOMO energy	-0.3306	hartree
relative energy (zero: lowest compared OMol25 entry of this formula, charge and spin)	0.7680	eV
2S+1	1

Each line ends with the Löwdin charge.
Positions of all 15 atoms, in Å:
1 N -1.65990 -0.06058 -0.80225  0.12
2 C -1.76576 -0.59853 -2.04732  -0.42
3 O -1.67930 -1.79388 -2.23945  0.00
4 H -1.52326 0.93627 -0.71258  0.08
5 H -1.37094 -0.64928 -0.04053  0.09
6 H -1.96203 0.07317 -2.88769  0.12
7 N 0.97312 1.70543 1.07634  -0.01
8 C 1.22048 0.29967 1.35449  -0.39
9 N 2.40284 -0.06243 2.08781  0.00
10 H 0.57611 2.28282 1.78299  0.05
11 H 1.55795 2.15392 0.38396  0.06
12 H 0.38255 -0.07249 1.93926  0.10
13 H 1.22391 -0.15871 0.36674  0.10
14 H 3.28922 -0.00444 1.65539  0.05
15 H 2.34867 0.22218 3.05715  0.06

=====

2.
DFT (ωB97M-V with the def2-TZVPD basis set) results for C23H26N4PPtS2 as an isolated structure.

strongest force on any atom	0.5	eV/Å
calculated total energy	-2367.08814	a.u.
HOMO-LUMO gap (alpha / beta)	0.3089 / 0.1621	Ha
net charge	+3
HOMO energy (alpha / beta)	-0.6073 / -0.6284	hartree
relative energy (zero: lowest compared OMol25 entry of this formula, charge and spin)	0.5213	eV
2S+1	5

Each line ends with the Löwdin charge.
Positions of all 57 atoms, in Å:
1 Pt -0.27318 -0.17965 1.25421  0.59
2 C 3.49578 3.15680 -0.92535  0.00
3 C 2.42921 3.52307 -0.10593  -0.03
4 C 1.24384 2.81933 -0.16609  -0.08
5 C 1.11657 1.74723 -1.06793  -0.38
6 C 2.20366 1.37117 -1.87900  -0.07
7 C 3.38236 2.08261 -1.80925  -0.02
8 P -0.36944 0.78518 -1.19144  1.08
9 C -0.80297 0.50398 -2.90009  -0.37
10 C -1.33807 -0.71929 -3.30340  -0.08
11 C -1.72959 -0.88897 -4.62097  -0.04
12 C -1.58494 0.15677 -5.52519  -0.02
13 C -1.04711 1.37400 -5.12285  -0.03
14 C -0.64269 1.55544 -3.81168  -0.08
15 C -1.69121 1.69282 -0.34670  -0.37
16 C -2.64600 2.52981 -0.85456  0.01
17 C -3.57350 3.09543 0.05315  0.07
18 C -3.53180 2.78845 1.43252  0.01
19 C -2.58709 1.92327 1.92639  -0.04
20 C -1.66945 1.31478 1.03307  -0.30
21 H 4.42001 3.71766 -0.88237  0.13
22 H 2.52606 4.36743 0.56165  0.13
23 H 0.41082 3.12163 0.45642  0.11
24 H 2.10944 0.54619 -2.57496  0.12
25 H 4.21401 1.81529 -2.44555  0.13
26 H -1.45394 -1.52829 -2.59275  0.10
27 H -2.14603 -1.83196 -4.94577  0.12
28 H -1.88955 0.02170 -6.55394  0.13
29 H -0.93318 2.17916 -5.83520  0.13
30 H -0.20317 2.49748 -3.50721  0.12
31 H -2.70835 2.76751 -1.90878  0.13
32 H -4.31933 3.78992 -0.31086  0.14
33 H -4.26280 3.24584 2.08508  0.14
34 H -2.56824 1.68154 2.98029  0.12
35 C 0.90342 -0.20133 6.01657  -0.01
36 N 0.88237 -0.23287 4.55372  -0.02
37 C 1.93763 -0.45914 3.80388  -0.76
38 N 3.12370 -0.68670 4.34677  0.16
39 S 1.89988 -0.44995 2.05074  0.61
40 H -0.05176 0.18249 6.36155  0.11
41 H 1.68118 0.47719 6.36755  0.11
42 H 1.05548 -1.20173 6.42266  0.11
43 H 0.00674 -0.08934 4.07369  0.10
44 H 3.26327 -0.69762 5.34678  0.13
45 H 3.93175 -0.83981 3.76356  0.12
46 S -1.49696 -2.11705 1.51577  0.71
47 C -0.71262 -3.38305 0.59538  -0.73
48 N -1.39315 -4.30303 -0.05479  0.07
49 C -0.50530 -5.33212 -0.62820  -0.06
50 C 0.89413 -4.85190 -0.17660  -0.07
51 N 0.58667 -3.59030 0.52379  0.06
52 H -2.40067 -4.34669 -0.06405  0.17
53 H -0.61275 -5.35195 -1.71088  0.13
54 H -0.76293 -6.30942 -0.22544  0.14
55 H 1.56130 -4.66397 -1.01494  0.13
56 H 1.37006 -5.54766 0.51251  0.14
57 H 1.25846 -3.02736 1.02499  0.10

=====

3.
DFT (ωB97M-V with the def2-TZVPD basis set) results for C13H28N4O7Ti as an isolated structure at a distorted geometry.

strongest force on any atom	5.0	eV/Å
calculated total energy	-2106.90718	a.u.
HOMO-LUMO gap (alpha / beta)	0.2095 / 0.2063	Ha
net charge	+1
HOMO energy (alpha / beta)	-0.3635 / -0.3593	hartree
relative energy (zero: lowest compared OMol25 entry of this formula, charge and spin)	0.0000	eV
2S+1	2

Each line ends with the Löwdin charge.
Positions of all 53 atoms, in Å:
1 O -1.64096 -0.63311 -3.77569  0.04
2 H -1.12570 -1.07320 -4.48393  0.19
3 Ti 0.54182 0.30431 -0.41189  1.01
4 N 2.16081 -0.89216 -0.58580  -0.22
5 N -0.30249 -1.48327 -0.05245  -0.22
6 N 1.47792 1.90920 0.23895  -0.10
7 N -0.86174 1.18532 0.71779  -0.10
8 O 3.39605 -0.47722 -0.62642  -0.15
9 O 2.83992 2.16484 0.09467  0.00
10 O -1.98785 0.59017 1.16683  -0.01
11 O -1.41595 -1.79532 0.55301  -0.14
12 C 0.46778 -2.51224 -0.51237  -0.27
13 C 1.78735 -2.18144 -0.90821  -0.26
14 C 0.68523 2.91321 0.72677  -0.21
15 C -0.63487 2.47980 1.03946  -0.24
16 C 2.67803 -3.13048 -1.62772  -0.01
17 H 2.31916 -3.30564 -2.65232  0.09
18 H 2.69015 -4.10724 -1.12936  0.09
19 H 3.69874 -2.75394 -1.69340  0.08
20 C -0.17873 -3.83445 -0.43934  -0.02
21 H -1.11861 -3.83556 -1.00510  0.09
22 H -0.42779 -4.07703 0.60197  0.10
23 H 0.46911 -4.61611 -0.83710  0.08
24 C 1.17149 4.30471 0.86559  0.02
25 C -1.71157 3.28533 1.65668  0.01
26 H 1.97238 4.52866 0.15542  0.10
27 H 1.52291 4.53646 1.88175  0.12
28 H 0.33320 4.98396 0.66396  0.10
29 H -2.50431 2.61147 1.99692  0.09
30 H -2.13383 3.98860 0.92216  0.11
31 H -1.31791 3.85796 2.50245  0.10
32 H 3.23295 1.27361 -0.17130  0.08
33 H -1.81915 -0.45194 0.92475  0.06
34 C -3.02643 -0.88742 -3.70561  0.00
35 H -3.33317 -1.52309 -4.52233  0.11
36 H -3.52062 0.06757 -3.72621  0.10
37 H -3.22083 -1.28942 -2.72251  0.11
38 O -0.09627 0.53156 -2.13226  -0.27
39 H -1.02705 -0.10530 -3.02910  0.12
40 H 0.29073 1.28730 -2.63514  0.09
41 C 1.64975 -0.06536 4.43425  -0.13
42 C 1.89194 -1.53385 4.06263  -0.13
43 C 1.41755 -1.68243 2.62282  -0.16
44 O 0.83318 -0.43161 2.19431  -0.20
45 C 0.89577 0.54104 3.25530  -0.17
46 H 1.07512 0.04697 5.35748  0.12
47 H 2.59742 0.46801 4.56629  0.12
48 H 1.32873 -2.20594 4.71378  0.11
49 H 2.94871 -1.79880 4.13751  0.12
50 H 2.24583 -1.91601 1.94150  0.12
51 H 0.64795 -2.45766 2.51092  0.12
52 H -0.13527 0.81488 3.51502  0.12
53 H 1.39473 1.43320 2.85746  0.11

=====

4.
DFT (ωB97M-V with the def2-TZVPD basis set) results for one molecule with the formula C8H15BrFO5PS at a distorted geometry.

strongest force on any atom	4.9	eV/Å
SMILES	C[C@H](Br)C[C@@]1(P(C)O)C[C@@H](S(=O)(=O)F)O[C@@H]1O
calculated total energy	-4103.39408	a.u.
HOMO-LUMO gap	0.3398	Ha
net charge	0
HOMO energy	-0.3271	hartree
2S+1	1

Each line ends with the Löwdin charge.
Positions of all 32 atoms, in Å:
1 C 2.17990 1.88448 1.93585  -0.16
2 C 1.07765 0.78058 1.71737  -0.69
3 Br 1.86767 -0.91394 2.32999  0.74
4 C 0.70535 0.81951 0.20784  -0.21
5 C 0.01933 -0.48851 -0.35582  -0.49
6 P 1.31043 -1.41967 -1.36869  0.93
7 C 1.34149 -0.64772 -3.09686  -0.25
8 O 2.87390 -1.12267 -0.79025  -0.36
9 C -0.94724 -1.27880 0.54878  -0.15
10 C -2.41954 -0.74389 0.32422  -0.28
11 S -3.12801 0.06040 1.85350  0.80
12 O -2.34901 1.29045 2.07939  -0.28
13 O -4.55453 0.30517 1.55097  -0.29
14 F -3.03300 -0.96948 3.10694  -0.18
15 O -2.19640 0.37686 -0.50017  -0.08
16 C -1.06846 0.11814 -1.33920  -0.37
17 O -1.58853 -0.74492 -2.33556  0.01
18 H 1.84341 2.87957 1.59523  0.09
19 H 3.01440 1.59365 1.25649  0.07
20 H 2.59982 1.86838 2.95311  0.07
21 H 0.21210 1.09972 2.32701  0.09
22 H -0.03228 1.64453 0.09326  0.13
23 H 1.57178 1.11545 -0.41899  0.10
24 H 1.09534 0.43456 -3.09156  0.04
25 H 2.40457 -0.71077 -3.41431  0.04
26 H 0.72648 -1.21943 -3.80728  0.04
27 H 3.19443 -0.26670 -1.09820  0.04
28 H -0.77836 -1.30940 1.64051  0.07
29 H -0.84877 -2.35404 0.27606  0.12
30 H -3.07196 -1.53252 -0.08758  0.15
31 H -0.81016 1.07724 -1.82022  0.16
32 H -1.21181 -1.62621 -2.27183  0.08

=====

5.
DFT (ωB97M-V with the def2-TZVPD basis set) results for a 2-piece molecular cluster, C4H12S2 overall at a distorted geometry.

strongest force on any atom	2.4	eV/Å
SMILES	CCS.CCS
calculated total energy	-955.92380	a.u.
HOMO-LUMO gap	0.3558	Ha
net charge	0
HOMO energy	-0.3295	hartree
relative energy (zero: lowest compared OMol25 entry of this formula, charge and spin)	1.1064	eV
2S+1	1

Each line ends with the Löwdin charge.
Positions of all 18 atoms, in Å:
1 C -2.19197 0.02670 -2.00658  -0.18
2 C -2.87725 0.79047 -0.87210  -0.62
3 S -2.50623 2.59231 -0.87459  0.64
4 H -2.27307 -1.02611 -1.72957  0.07
5 H -2.79638 0.18964 -2.88810  0.06
6 H -1.16484 0.34721 -2.14587  0.06
7 H -2.61772 0.37926 0.10237  0.06
8 H -3.95788 0.65576 -0.94091  0.06
9 H -2.00746 3.05285 0.30346  -0.16
10 C 3.94960 -2.13189 0.75706  -0.18
11 C 2.57769 -1.68519 0.31506  -0.58
12 S 1.58448 -1.02838 1.76286  0.65
13 H 4.79009 -1.62002 0.29224  0.07
14 H 4.01703 -2.20478 1.83750  0.05
15 H 4.12959 -3.14980 0.35154  0.07
16 H 1.81776 -2.31882 -0.13539  0.04
17 H 2.52452 -0.82160 -0.35736  0.05
18 H 1.87294 0.19536 1.37633  -0.18

=====

6.
DFT (ωB97M-V with the def2-TZVPD basis set) results for one molecule with the formula C5H9NO at a distorted geometry.

strongest force on any atom	5.3	eV/Å
SMILES	C1C[C@@H]2N[C@H]2CO1
calculated total energy	-325.64855	a.u.
HOMO-LUMO gap	0.3735	Ha
net charge	0
HOMO energy	-0.3406	hartree
relative energy (zero: lowest compared OMol25 entry of this formula, charge and spin)	7.8642	eV
2S+1	1

Each line ends with the Löwdin charge.
Positions of all 16 atoms, in Å:
1 C 0.61226 -1.18468 0.75989  -0.21
2 C -0.65944 -1.23475 -0.27606  -0.17
3 C -0.89608 0.16391 -0.16204  -0.45
4 N -1.40234 1.06497 -1.29179  0.09
5 C 0.18050 0.89667 -0.95915  -0.19
6 C 0.91714 1.28573 0.33460  -0.17
7 O 1.47536 -0.06767 0.69816  -0.24
8 H 1.34063 -1.99030 0.56166  0.12
9 H 0.07952 -1.27958 1.78407  0.14
10 H -0.56016 -1.83813 -1.39660  0.19
11 H -1.43273 -1.97422 0.15880  0.12
12 H -1.11240 0.57762 0.81288  0.13
13 H -1.70186 2.07295 -0.87383  0.13
14 H 0.73386 -0.04218 -1.38505  0.16
15 H 0.20813 2.08947 0.93622  0.16
16 H 2.21762 1.46018 0.29824  0.19

=====

7.
DFT (ωB97M-V with the def2-TZVPD basis set) results for a 2-piece molecular cluster, C28H35N5O3S2 overall at a distorted geometry.

strongest force on any atom	3.8	eV/Å
calculated total energy	-2383.61181	a.u.
HOMO-LUMO gap	0.1747	Ha
net charge	0
HOMO energy	-0.2586	hartree
2S+1	1

Each line ends with the Löwdin charge.
Positions of all 73 atoms, in Å:
1 C -7.86980 0.76476 4.38316  -0.10
2 N -6.45710 0.99287 4.23991  -0.24
3 C -5.76754 -0.19429 3.81036  -0.20
4 C -4.26987 0.01653 3.79531  -0.18
5 N -3.95881 1.19121 2.96779  -0.19
6 C -2.63756 1.32013 2.53290  -1.20
7 S -1.66354 -0.05872 2.21528  0.71
8 S -1.97265 2.82121 2.21992  0.55
9 C -4.66186 2.41983 3.36524  -0.20
10 C -6.15849 2.15663 3.44294  -0.19
11 H -8.33415 1.65158 4.80906  0.08
12 H -8.34889 0.55351 3.42038  0.09
13 H -8.03105 -0.08241 5.04536  0.08
14 H -6.02403 -1.00822 4.50435  0.13
15 H -6.06419 -0.51399 2.78518  0.13
16 H -3.89545 0.18294 4.81671  0.14
17 H -3.80283 -0.87180 3.35662  0.08
18 H -4.30945 2.77429 4.34918  0.13
19 H -4.48614 3.21264 2.62333  0.08
20 H -6.52980 2.03066 2.40848  0.13
21 H -6.68493 3.01397 3.88595  0.13
22 C 4.89284 -1.86020 -3.91827  -0.01
23 N 4.33293 -1.15712 -2.79081  -0.04
24 C 5.12108 -0.46971 -1.91393  -0.37
25 O 6.34843 -0.37308 -1.97475  0.08
26 C 4.19648 0.16069 -0.86642  -0.16
27 C 4.14842 1.68420 -0.99585  -0.08
28 C 5.49672 2.34835 -0.79628  -0.23
29 C 5.95371 3.25930 -1.75589  -0.04
30 C 7.24118 3.78076 -1.65182  -0.08
31 C 8.05720 3.41356 -0.57180  -0.08
32 C 7.55030 2.58899 0.43741  -0.07
33 C 6.26790 2.05296 0.33058  -0.04
34 N 2.90727 -0.48870 -1.15867  0.01
35 C 1.80416 -0.24351 -0.41006  -0.01
36 C 0.55652 -0.81248 -0.64014  -0.08
37 C -0.69527 -0.53777 -0.01807  -0.12
38 C -1.87427 -1.33917 -0.30742  -0.21
39 C -3.18454 -1.12359 0.22622  -0.07
40 C -4.29389 -1.85953 -0.16028  0.03
41 C -4.18543 -2.83973 -1.16277  -0.15
42 N -5.32884 -3.60424 -1.50332  -0.32
43 O -5.27100 -4.47839 -2.39418  0.06
44 O -6.38596 -3.37389 -0.86512  0.05
45 C -2.92980 -3.05959 -1.76487  0.01
46 C -1.81303 -2.38754 -1.29311  0.00
47 C 2.93058 -1.29289 -2.38268  -0.46
48 C 2.03717 -0.69689 -3.49889  0.01
49 C 2.62810 -2.78202 -2.10399  0.01
50 H 5.94777 -1.59993 -4.01463  0.10
51 H 4.80007 -2.94318 -3.78463  0.09
52 H 4.36331 -1.58285 -4.83400  0.09
53 H 4.54986 -0.12626 0.14484  0.16
54 H 3.76767 1.91961 -2.00585  0.13
55 H 3.41562 2.06482 -0.26412  0.13
56 H 5.30042 3.50727 -2.59979  0.11
57 H 7.60866 4.45514 -2.42376  0.10
58 H 9.08075 3.78747 -0.51862  0.10
59 H 8.16194 2.34409 1.30279  0.10
60 H 5.86949 1.38785 1.09760  0.11
61 H 1.95296 0.42271 0.44169  0.15
62 H 0.56500 -1.48052 -1.49614  0.05
63 H -0.76813 0.52949 0.36956  0.06
64 H -3.41929 -0.34278 0.97228  0.04
65 H -5.26963 -1.69452 0.28932  0.12
66 H -2.85228 -3.76179 -2.58998  0.12
67 H -0.84781 -2.67974 -1.72008  0.10
68 H 2.47903 0.25383 -3.84908  0.10
69 H 1.99319 -1.41235 -4.33384  0.09
70 H 1.01888 -0.50709 -3.14014  0.08
71 H 3.50567 -3.22883 -1.60804  0.11
72 H 1.75969 -2.90421 -1.44875  0.07
73 H 2.43628 -3.29034 -3.05888  0.09

=====

8.
DFT (ωB97M-V with the def2-TZVPD basis set) results for C14H19N4O4OsPS3 as an isolated structure.

strongest force on any atom	0.5	eV/Å
calculated total energy	-2691.24167	a.u.
HOMO-LUMO gap (alpha / beta)	0.3130 / 0.2019	Ha
net charge	+1
HOMO energy (alpha / beta)	-0.3957 / -0.4002	hartree
2S+1	6

Each line ends with the Löwdin charge.
Positions of all 46 atoms, in Å:
1 Os -0.27394 0.20934 1.56011  1.24
2 N 6.01521 -1.00336 -3.07023  0.14
3 C 5.20703 -0.59439 -2.06239  -0.30
4 C 5.32854 0.70242 -1.53260  -0.01
5 C 4.52781 1.11112 -0.49479  -0.04
6 C 3.57987 0.23139 0.03423  -0.32
7 C 3.43872 -1.05686 -0.48472  -0.05
8 C 4.24372 -1.46452 -1.52150  -0.01
9 S 2.60027 0.76264 1.33605  0.63
10 O 2.01319 -0.43526 1.98227  -0.45
11 O 3.27970 1.73034 2.12955  -0.24
12 N 1.16761 1.38628 0.76393  -0.31
13 C 0.91897 2.78096 0.77994  -0.50
14 N 1.83446 3.61276 0.32497  0.15
15 C 1.49894 4.90228 0.39653  -0.08
16 C 0.27309 5.33057 0.88061  -0.03
17 C -0.61074 4.35656 1.30941  -0.09
18 N -0.28645 3.06347 1.26320  0.08
19 H 6.70962 -0.39253 -3.45711  0.11
20 H 5.94382 -1.92820 -3.45042  0.11
21 H 6.06976 1.37883 -1.93844  0.12
22 H 4.63358 2.10583 -0.08363  0.12
23 H 2.71732 -1.74025 -0.05893  0.11
24 H 4.15000 -2.46918 -1.91332  0.12
25 H 2.23341 5.61074 0.03290  0.12
26 H 0.01681 6.37856 0.91710  0.11
27 H -1.59595 4.59858 1.68749  0.12
28 C -5.79472 -2.30996 1.27411  -0.06
29 C -4.77656 -2.51544 2.36540  -0.23
30 O -3.43408 -2.73963 1.81657  -0.30
31 P -2.52229 -1.62657 1.21731  -0.15
32 S -2.60994 0.15369 2.18401  0.29
33 S -0.61612 -2.23995 1.20728  0.33
34 O -3.01643 -1.28113 -0.23787  -0.35
35 C -3.06330 -2.30131 -1.28867  -0.25
36 C -3.94586 -1.78092 -2.39041  -0.06
37 H -6.78746 -2.25264 1.72123  0.09
38 H -5.78963 -3.14847 0.57759  0.09
39 H -5.61829 -1.38565 0.72418  0.08
40 H -4.96628 -3.41321 2.94656  0.13
41 H -4.71207 -1.66819 3.04914  0.10
42 H -3.44607 -3.22656 -0.85562  0.12
43 H -2.03724 -2.46463 -1.61910  0.11
44 H -4.96681 -1.63762 -2.03921  0.08
45 H -3.96244 -2.49720 -3.21193  0.09
46 H -3.56877 -0.83272 -2.77081  0.09

=====

Question: Which value of 2S+1 does entry 4 give?
Answer: 1